(1)
DFT (the ωB97M-V functional and the def2-TZVPD basis) results for a structure of composition C21H40BrF2LiN2NaO9Si at a distorted geometry.

XYZ file:
```
78
Properties=species:S:1:pos:R:3
Br 2.46230 -4.25365 -3.67312
Si 1.12382 1.78326 -1.44847
Na -7.00265 4.39367 1.40524
F 1.02807 -4.31883 1.64522
F -5.87276 4.06179 -3.22551
O -0.88575 -0.48154 3.55650
O 1.01349 -5.62386 3.46506
O -0.06715 3.77774 1.38589
O -0.24059 -1.44253 1.44118
O 0.24991 -4.11392 4.96409
O 0.95280 -6.16901 5.68064
O 2.37505 -3.84928 -1.42241
O 1.43545 -5.60794 -1.09347
O 3.56313 -5.49560 -0.62313
N 0.64768 1.40629 0.28085
N 3.02958 -4.04443 6.48360
C -0.96371 -2.09654 0.33479
C -5.58370 3.43913 -0.21849
C 3.61960 2.38381 0.02009
C 2.51607 -5.01117 -1.02400
C -1.23030 2.30190 -3.26114
C 1.03896 -1.21102 -1.34336
C 1.31616 0.09562 -2.34682
C -2.68339 1.81427 -2.60755
C 0.30512 -3.47187 3.70605
C -1.11140 -0.54120 2.21519
C -3.64549 3.06042 -2.14940
C 3.82600 2.43623 -2.61296
C 3.14518 2.36229 -4.10158
C -2.28861 0.43117 1.61416
C 2.78798 2.74913 -1.38423
C 0.35696 2.56160 0.96446
C 0.75828 -5.37046 4.77934
C -0.56450 -1.49957 -1.16067
C 0.32072 -4.62108 2.75697
C -0.20520 2.96642 -2.17198
C -4.04840 2.85989 -0.54014
Li 2.15539 0.59623 1.81661
H 3.24437 -4.00422 7.48686
H -6.24043 3.29892 -1.18028
H -0.67339 -4.98686 2.47862
H 2.63894 3.93031 -1.34296
H -3.25491 3.35010 0.18669
H -1.52357 3.17712 -4.01875
H -3.37230 0.05858 1.92117
H 2.50499 -3.20464 6.21196
H 1.59545 -2.13378 -1.82214
H -2.56233 1.10721 -1.68276
H -4.09976 1.70830 -0.25093
H -3.21851 4.12741 -2.37882
H 2.14987 2.96382 -4.22801
H 4.79546 2.46142 -0.17102
H -5.57036 4.53929 0.20349
H 0.72158 -0.02026 -3.34716
H 3.40640 1.24075 0.24809
H -0.61032 -3.22614 0.32749
H -0.78032 1.44855 -3.92233
H 4.46718 1.49363 -2.31566
H -1.02147 -2.20796 -2.00433
H -2.24305 0.53830 0.44479
H -2.14484 1.50340 2.08473
H 0.35255 3.86697 -2.71768
H -0.56218 -2.82263 3.55885
H -6.10810 2.78129 0.62783
H 3.90439 -4.08959 5.94785
H -3.22569 1.21747 -3.48217
H 1.61266 -0.97316 -0.33618
H 3.05248 1.21803 -4.42736
H 2.46892 -0.00076 -2.64204
H -0.89007 3.49517 -1.34988
H 1.21359 -2.86293 3.64896
H 3.92685 2.82741 -4.87467
H -4.67464 2.92901 -2.73464
H 2.46477 -4.87912 6.28767
H 4.59446 3.34952 -2.63850
H -2.12916 -2.09639 0.44173
H 3.28050 3.09464 0.91469
H -1.12415 -0.47553 -1.26069
```

Results
Frontier orbital gap in eV: 1.24
E_LUMO in eV: -0.20
Strongest force on any atom in hartree/bohr: 0.192
Net charge: -1
E_HOMO in eV: -1.44

***

(2)
DFT (the ωB97M-V functional and the def2-TZVPD basis) results for the molecule C20H27N3O4S.

XYZ file:
```
55
Properties=species:S:1:pos:R:3
S 4.81445 1.04768 1.65880
O -4.04585 2.10351 -0.14959
O -1.51093 -1.90581 0.99618
O 0.60691 3.20119 0.86943
O -6.50712 0.90727 -0.50792
N -3.13025 0.08309 0.40849
N 2.24181 1.19825 1.37972
N 3.24132 -0.59800 0.29733
C -7.54077 0.07303 -0.59814
C 4.36536 -1.32423 -0.23934
C 4.58022 -1.06695 -1.73731
C 5.73294 -1.93173 -2.23895
C -1.79531 0.40360 0.65175
C 0.90495 0.89592 1.12225
C -1.30944 1.70405 0.62120
C -0.18039 4.34526 0.58890
C 0.40688 -0.40347 1.19603
C -0.71823 -3.01579 1.37095
C 4.86279 0.40969 -1.99744
C -0.44728 4.52821 -0.90116
C -1.62030 -4.23993 1.38602
C -7.16558 -1.20181 -0.28567
C -4.15142 0.90722 0.03445
C -5.79128 -1.13219 0.01860
C -0.93164 -0.66241 0.95699
C 0.03110 1.96516 0.85476
C -5.43064 0.18772 -0.13232
C 3.36925 0.50615 1.06414
H -2.05216 -4.39749 0.40109
H 5.03855 0.58179 -3.05675
H -2.42553 -4.10064 2.10249
H -1.11934 4.31278 1.15262
H -1.04490 -5.11728 1.66588
H 2.36610 -0.70629 -0.19727
H -8.48638 0.48637 -0.88939
H -3.32184 -0.90265 0.51626
H -5.16998 -1.95584 0.30849
H -0.28541 -2.85004 2.36633
H -1.05875 3.71922 -1.29155
H 5.88256 -1.78239 -3.30538
H -7.78612 -2.07404 -0.27385
H 4.02456 1.02957 -1.68630
H 4.19866 -2.39414 -0.07002
H 0.09857 -3.15588 0.64948
H 5.74190 0.72715 -1.44225
H -2.00929 2.49146 0.40478
H 2.40567 2.12373 1.75507
H 5.53092 -2.98638 -2.06445
H -0.96818 5.46770 -1.06162
H 3.66545 -1.35281 -2.27327
H 0.49397 4.54813 -1.44533
H 6.65211 -1.66667 -1.72227
H 1.07683 -1.19660 1.48381
H 0.42216 5.17793 0.96311
H 5.24831 -1.01134 0.32214
```

Results
Frontier orbital gap in eV: 7.93
E_LUMO in eV: 0.45
Strongest force on any atom in hartree/bohr: 0.019
Energy above the lowest of the compared OMol25 structures with the same formula, charge and spin in kcal per mole: 33.3
Net charge: 0
E_HOMO in eV: -7.48
Structure (SMILES): CCOc1cc(NC(=S)NCC(C)C)c(OCC)cc1NC(=O)c1ccco1

***

(3)
DFT (the ωB97M-V functional and the def2-TZVPD basis) results for a cluster of 2 separate species, C2Br3NO2 in total at a distorted geometry.

XYZ file:
```
8
Properties=species:S:1:pos:R:3
Br -2.12427 1.54661 0.10336
Br -2.53471 -1.87088 -0.05558
Br 1.11165 2.67736 0.07947
O 1.67721 -1.03600 -1.06118
O 1.01097 -1.69929 0.94319
N 1.03845 -0.93775 -0.01193
C -0.30863 1.24336 0.07565
C 0.12931 0.07658 -0.07298
```

Results
Frontier orbital gap (alpha / beta) in eV: 4.89 / 5.07
E_LUMO (alpha / beta) in eV: -4.69 / -4.69
Strongest force on any atom in hartree/bohr: 0.053
Energy above the lowest of the compared OMol25 structures with the same formula, charge and spin in kcal per mole: 187.5
Net charge: 0
E_HOMO (alpha / beta) in eV: -9.58 / -9.76

***

(4)
DFT (the ωB97M-V functional and the def2-TZVPD basis) results for the molecule CH4FNP2 at a distorted geometry.

XYZ file:
```
9
Properties=species:S:1:pos:R:3
P 1.87504 -0.69898 0.45596
P 0.32263 0.26835 -0.71497
F -1.59160 -1.55859 -0.04444
N -2.54509 0.72032 0.41075
C -1.16208 -0.27550 0.03812
H -2.07644 1.59882 0.31408
H 0.47957 1.56812 0.03649
H 1.81392 -1.90118 -0.30550
H 2.88404 0.27864 -0.19049
```

Results
Frontier orbital gap (alpha / beta) in eV: 7.89 / 7.89
E_LUMO (alpha / beta) in eV: -0.88 / -0.88
Strongest force on any atom in hartree/bohr: 0.196
Energy above the lowest of the compared OMol25 structures with the same formula, charge and spin in kcal per mole: 123.7
Net charge: 0
E_HOMO (alpha / beta) in eV: -8.76 / -8.77
Structure (SMILES): [H]/N=C(/F)[PH]#[PH2]